No. 1
ORCA calculation (ωB97M-V with the def2-TZVPD basis set) on one molecule with the formula C5H5NO in a non-equilibrium geometry.

The geometry in XYZ format:
```
12
Properties=species:S:1:pos:R:3:mulliken_charge:R:1
C 3.09542 -0.25243 0.07905 0.067
C 1.89414 -0.24767 0.05170 -0.570
C 0.50533 0.08351 0.01478 0.557
N 0.05810 1.34671 -0.24061 -0.596
C -0.46330 -0.97189 0.02538 -0.685
C -1.86696 -0.69482 -0.07198 0.085
O -2.57735 0.38125 0.09395 -0.625
H 4.17019 -0.10689 -0.28602 0.339
H 0.77664 2.11290 0.45787 0.367
H -0.91678 1.52536 0.40575 0.356
H -0.21346 -2.02352 -0.08845 0.316
H -2.59223 -1.48499 -0.15006 0.391
```

Values from the calculation:
Electronic energy   -8798.8338 eV
SMILES string   C#C/C(N)=C/C=O
Orbital gap   8.309 eV
ΔE to the lowest compared entry with this formula, charge and spin   442.4 kJ/mol

=====

No. 2
ORCA calculation (ωB97M-V with the def2-TZVPD basis set) on one molecule with the formula C3H2N2O3 in a non-equilibrium geometry.

The geometry in XYZ format:
```
10
Properties=species:S:1:pos:R:3:mulliken_charge:R:1
O -2.88188 0.00046 0.10385 -0.366
C -1.89078 -0.63231 0.25817 0.162
N -0.61612 -0.00474 -0.45908 0.119
C -0.14206 1.20428 -0.02241 -0.076
N 1.11280 1.36193 0.15453 -0.450
C 1.60290 -0.07377 -0.03050 0.542
O 2.65296 -0.67157 0.27220 -0.494
O 0.46849 -0.90832 -0.38774 -0.244
H -1.91541 -1.70342 1.00035 0.311
H -0.89831 1.84925 -0.00655 0.496
```

Values from the calculation:
Electronic energy   -12262.5024 eV
SMILES string   O=Cn1cnc(=O)o1
Orbital gap   10.404 eV
ΔE to the lowest compared entry with this formula, charge and spin   432.2 kJ/mol

=====

No. 3
ORCA calculation (ωB97M-V with the def2-TZVPD basis set) on a 3-piece molecular cluster, C4H12N2O2 overall in a non-equilibrium geometry.

The geometry in XYZ format:
```
20
Properties=species:S:1:pos:R:3:lowdin_spin:R:1
C 1.69074 2.78273 -0.15992 -0.020
N 1.65870 1.42556 -0.01162 0.551
C 0.62821 0.84787 0.82420 0.066
C 0.36476 -0.58136 0.35789 0.012
N -1.00392 -0.99860 0.45929 -0.034
C -3.66505 -1.80306 -1.23991 0.002
O 1.14551 3.66487 0.57731 0.366
H 2.36581 3.11852 -0.89238 -0.007
H 2.96327 0.25835 -0.06234 0.001
H 0.71812 0.94788 1.87819 0.016
H -0.25825 1.41143 0.52984 0.016
H 1.16825 -1.30166 0.83917 0.005
H 0.56333 -0.68885 -0.70792 0.001
H -3.93891 -0.81972 -1.60327 0.000
H -4.22611 -1.95870 -0.30272 0.000
H -3.93225 -2.63743 -1.91433 0.000
H -2.56824 -1.78039 -0.85265 0.000
H 4.16519 -0.29222 0.62796 0.000
H -1.19594 -1.06566 1.40760 -0.001
O 3.35676 -0.52956 0.24561 0.025
```

Values from the calculation:
Electronic energy   -11402.4174 eV
Net charge   +1
Orbital gap (spin up / spin down)   5.587 / 5.053 eV
ΔE to the lowest compared entry with this formula, charge and spin   790.6 kJ/mol
Spin multiplicity   2